Entry 1:
The following is a DFT calculation (the ωB97M-V functional and the def2-TZVPD basis) of C7H23Br2CuN7O4 as an isolated structure.

Geometry as XYZ:
```
44
Properties=species:S:1:pos:R:3:forces:R:3:lowdin_charge:R:1
Cu -0.9365 1.3359 -0.3662 -0.36 0.60 -0.35 0.1455
Br -1.4671 3.9754 -0.6764 0.27 -1.29 0.11 -0.1754
Br -3.4579 0.4252 -0.4890 1.12 0.09 0.02 -0.1349
C 2.0833 2.6255 -0.8052 -1.98 -2.12 -1.00 -0.7283
O 1.2463 1.9076 -0.2822 -0.93 -0.67 0.93 -0.0353
N 2.9850 3.2958 -0.1654 2.32 2.02 2.47 0.1897
N 2.2567 2.7020 -2.1160 0.55 0.54 -2.20 0.1885
H 3.6398 3.8416 -0.6990 0.08 0.07 0.59 0.1130
H 2.9275 3.3901 0.8361 -0.02 0.11 -0.21 0.1334
H 1.7646 2.1497 -2.7972 -0.32 0.21 0.45 0.0948
H 2.8884 3.4350 -2.3921 -0.29 -0.32 -0.80 0.1045
C -0.9236 0.4618 -3.6434 -1.53 -0.53 0.66 -0.7542
O -0.5496 0.8481 -2.5645 1.90 1.23 1.68 -0.0297
N -2.0474 -0.2017 -3.7599 -2.34 -1.65 -0.28 0.1804
N -0.2943 0.6556 -4.7787 2.25 0.71 -1.37 0.1800
H -2.2162 -0.7615 -4.5797 -0.26 0.08 0.24 0.1101
H -2.5811 -0.3535 -2.9138 -0.18 0.01 0.06 0.0154
H -0.7243 0.4832 -5.6712 0.38 0.26 0.07 0.1157
H 0.5817 1.1278 -4.6211 -0.08 0.03 -0.98 0.1078
C -1.3250 1.3028 2.9129 1.61 -1.15 -2.45 -0.6937
O -0.8430 1.4864 1.7952 0.63 -0.23 -0.12 -0.0604
N -1.1375 0.1930 3.6415 -0.01 -0.85 0.87 0.1869
N -2.0288 2.1950 3.5275 -2.22 2.29 1.84 0.1952
H -1.8743 0.0277 4.3085 0.43 -0.58 0.06 0.1054
H -0.5884 -0.5718 3.2854 -0.25 -0.15 -0.32 0.0676
H -2.4858 1.8459 4.3543 -0.23 0.83 0.02 0.1112
H -2.3832 3.0083 3.0485 0.03 -0.20 -0.09 0.1341
C 0.1322 -2.7980 -1.2351 -0.38 -0.85 -1.28 -0.0558
C -0.1832 -2.0801 0.0393 -0.81 0.94 1.20 -0.4070
C 0.3468 -2.8074 1.2768 -0.14 -0.42 0.28 -0.1523
O 0.3319 -2.0403 2.5047 0.26 0.92 -1.64 -0.2301
C 0.9626 -2.7336 3.5279 0.06 -0.86 0.71 -0.1237
N 0.3215 -0.7091 -0.0447 0.30 0.63 0.11 0.0525
H -0.4173 -3.7237 -1.4150 -0.05 -0.20 0.64 0.0855
H 1.1826 -3.0501 -1.3907 0.19 0.18 0.36 0.0849
H -0.1748 -2.2379 -2.1199 0.06 0.58 0.23 0.0741
H -1.2568 -1.9426 0.1838 -0.19 -0.32 -0.28 0.1193
H 1.3466 -3.1610 1.0141 0.41 0.12 0.49 0.1237
H -0.2565 -3.6874 1.5081 -0.10 -0.25 -0.39 0.1316
H 1.0782 -2.1661 4.4518 -0.28 0.55 -0.29 0.0919
H 1.9693 -3.0508 3.2501 0.00 -0.24 -0.13 0.0918
H 0.3204 -3.5819 3.7770 0.35 -0.45 0.14 0.0934
H 0.6088 -0.3708 0.8662 -0.19 0.11 0.29 0.0647
H 1.1786 -0.6898 -0.5834 -0.02 0.22 -0.32 0.0883
```
Positions in Å, forces in eV/Å.

Summary:
- energy relative to the best compared isomer or geometry (same formula, charge and spin) (kcal/mol) = 28.80
- net charge = 0
- molecular weight (g mol⁻¹) = 492.66
- energy (hartree) = -7753.4099
- multiplicity = 2
- largest force on an atom (eV/A) = 3.945

Entry 2:
The following is a DFT calculation (the ωB97M-V functional and the def2-TZVPD basis) of C3H6N2O as an isolated structure.

Geometry as XYZ:
```
12
Properties=species:S:1:pos:R:3:forces:R:3:lowdin_charge:R:1
C 1.9752 0.8090 1.2020 0.18 0.01 0.06 -0.1447
N 0.5740 0.7956 0.8292 -0.09 -0.28 -0.36 -0.0127
C 0.2326 0.0896 -0.1580 0.18 0.22 0.31 -0.2262
N -1.1115 0.0310 -0.5555 -0.17 0.16 0.17 0.0334
C -1.4817 -0.7208 -1.5753 1.54 0.50 0.97 -0.2421
O -2.7868 -0.7262 -1.8736 1.61 -0.89 -0.78 0.0089
H 2.0790 0.4342 2.2274 -0.04 0.07 -0.19 0.0745
H 2.6234 0.2073 0.5436 -0.18 0.09 0.08 0.0725
H 2.3414 1.8425 1.2010 -0.09 -0.19 -0.01 0.0738
H 0.8935 -0.5247 -0.7841 -0.15 0.14 0.15 0.1292
H -1.7813 0.5756 -0.0244 -0.08 0.16 0.19 0.1485
H -2.2851 -1.3375 -2.5333 -2.71 0.01 -0.59 0.0851
```
Positions in Å, forces in eV/Å.

Summary:
- energy relative to the best compared isomer or geometry (same formula, charge and spin) (kcal/mol) = 80.56
- net charge = 0
- molecular weight (g mol⁻¹) = 86.09
- energy (hartree) = -302.5647
- largest force on an atom (eV/A) = 2.775

Entry 3:
The following is a DFT calculation (the ωB97M-V functional and the def2-TZVPD basis) of C33H30AuN6O5S3 as an isolated structure.

Geometry as XYZ:
```
78
Properties=species:S:1:pos:R:3:forces:R:3:lowdin_charge:R:1
Au 1.4331 -0.0515 0.4340 -0.49 -0.24 -0.22 1.4402
O 3.0585 4.1496 -2.4923 0.01 0.03 -0.04 0.0612
C 3.7714 4.2898 -1.3507 0.00 -0.05 0.05 -0.2522
C 4.5927 5.3986 -1.1594 -0.02 -0.03 0.00 -0.0148
C 5.3157 5.5479 0.0069 0.02 0.01 0.01 -0.0640
C 5.2311 4.5916 1.0117 0.02 0.02 0.01 -0.0746
C 4.4182 3.4929 0.8295 -0.03 -0.01 -0.01 -0.0173
C 3.6788 3.3132 -0.3451 0.05 0.12 -0.10 -0.0764
C 2.8383 2.1113 -0.4628 0.13 -0.13 0.22 -0.3973
O 2.8189 1.3372 0.6239 -0.11 0.13 -0.07 -0.2017
N 2.1912 1.8342 -1.5388 -0.13 -0.17 -0.09 0.0563
N 1.4808 0.6215 -1.4590 0.17 0.58 0.13 -0.2152
C 0.7500 0.3974 -2.5090 0.14 -0.26 -0.02 -0.8588
S 0.6526 1.5958 -3.7558 0.00 -0.02 -0.02 1.0246
C -0.7071 0.7448 -4.6133 0.00 -0.01 0.02 -0.4833
C -0.4779 -0.7464 -4.5108 0.05 0.04 0.00 -0.4576
S -0.0550 -1.1101 -2.7845 -0.09 0.06 -0.02 1.0331
H 3.2344 4.9059 -3.0644 0.00 -0.01 0.02 0.1167
H 4.6572 6.1466 -1.9417 0.00 0.00 0.00 0.1193
H 5.9480 6.4171 0.1317 0.00 0.00 0.01 0.1126
H 5.7938 4.7055 1.9273 0.00 0.00 0.00 0.1069
H 4.3386 2.7451 1.6052 -0.01 0.00 -0.01 0.1143
H -0.7067 1.0796 -5.6496 0.01 0.01 0.00 0.0883
H -1.6463 1.0291 -4.1400 -0.02 0.01 -0.02 0.0839
H 0.3441 -1.0734 -5.1460 -0.01 -0.01 -0.01 0.0863
H -1.3779 -1.3137 -4.7454 -0.01 0.00 0.02 0.0770
N 1.8512 -2.5361 2.6607 0.06 -0.01 -0.03 0.1538
C 1.4486 -1.3694 3.1513 0.11 0.02 -0.09 -0.6482
N 1.2570 -0.2758 2.4344 0.10 -0.06 0.03 -0.0693
C 0.8181 0.8133 3.2064 -0.02 -0.01 0.04 -0.2888
C 0.4780 2.0780 2.7486 -0.04 0.07 -0.04 -0.0198
C 0.0626 3.0192 3.6744 0.00 0.01 -0.01 -0.0580
C -0.0189 2.7159 5.0324 0.01 -0.03 0.00 -0.0688
C 0.3075 1.4515 5.4914 -0.01 0.03 -0.01 -0.0739
C 0.7204 0.5118 4.5600 0.00 0.02 0.07 -0.4555
S 1.1592 -1.1540 4.8474 0.00 -0.02 -0.02 1.1488
H 1.8178 -2.7439 1.6590 -0.03 0.00 -0.06 0.0689
H 1.9351 -3.3237 3.2802 -0.01 0.00 0.01 0.1168
H 0.5202 2.3294 1.6964 0.02 -0.04 0.04 0.1028
H -0.2062 4.0087 3.3304 0.00 0.00 0.01 0.1131
H -0.3442 3.4714 5.7342 0.00 0.00 0.00 0.1119
H 0.2378 1.2026 6.5417 0.00 0.00 -0.01 0.1161
O 0.9816 -3.3817 0.0893 0.00 0.04 0.11 0.0439
C -0.0249 -2.7019 -0.0005 0.03 -0.03 -0.07 -0.5815
N -1.2750 -3.1219 -0.3251 0.04 -0.01 0.00 0.1608
C -2.2815 -2.0776 -0.1687 -0.05 -0.01 0.07 -0.2615
C -1.3623 -0.8621 0.0776 -0.04 0.11 -0.05 -0.4724
O -1.6817 0.3020 0.1402 0.00 -0.06 0.00 0.0737
N -0.0824 -1.3291 0.1986 0.04 -0.02 0.10 -0.0324
C -3.1820 -2.3388 1.0462 0.00 0.04 -0.01 -0.1334
C -3.5483 -1.3294 1.9289 0.05 -0.03 0.01 -0.0206
C -4.3985 -1.6079 2.9922 0.00 0.00 0.01 -0.0638
C -4.8934 -2.8877 3.1802 0.00 0.01 0.01 -0.0763
C -4.5398 -3.8955 2.2935 0.02 0.00 -0.01 -0.0665
C -3.6923 -3.6203 1.2331 -0.05 -0.03 -0.01 -0.0271
C -3.1287 -1.8780 -1.4222 0.01 -0.04 -0.02 -0.1628
C -3.9870 -0.7853 -1.5055 -0.01 -0.03 0.01 -0.0129
C -4.7725 -0.6011 -2.6324 -0.01 0.02 0.01 -0.0603
C -4.7240 -1.5111 -3.6809 0.02 -0.01 -0.01 -0.0810
C -3.8785 -2.6065 -3.5959 0.01 0.01 0.00 -0.0840
C -3.0802 -2.7867 -2.4722 0.02 0.02 -0.03 -0.0558
H -1.4765 -4.1064 -0.2811 -0.03 0.01 0.04 0.1518
H -3.1754 -0.3235 1.7925 -0.01 0.01 0.00 0.1073
H -4.6739 -0.8135 3.6739 0.00 -0.01 0.00 0.1084
H -5.5567 -3.0998 4.0082 0.00 0.00 -0.01 0.1076
H -4.9299 -4.8965 2.4229 0.00 0.00 0.00 0.1091
H -3.4551 -4.4188 0.5387 0.00 0.02 -0.01 0.1137
H -4.0355 -0.0751 -0.6912 0.00 -0.01 0.00 0.1172
H -5.4366 0.2520 -2.6862 0.01 0.00 0.00 0.1094
H -5.3495 -1.3720 -4.5530 0.00 0.00 0.01 0.1066
H -3.8382 -3.3289 -4.4013 -0.01 0.00 0.00 0.1082
H -2.4091 -3.6351 -2.4323 -0.01 0.00 0.02 0.1098
C 3.9951 -1.2586 -1.9856 -0.04 -0.04 0.01 -0.1330
O 3.6578 -1.4098 -0.6058 0.10 -0.01 0.06 -0.1753
H 4.8782 -1.8452 -2.2424 0.00 0.00 0.00 0.0864
H 4.1631 -0.2107 -2.2476 0.00 0.00 0.00 0.0772
H 3.1507 -1.6371 -2.5591 0.00 0.00 0.01 0.0679
H 4.4225 -1.1590 -0.0775 0.00 0.01 -0.03 0.0842
```
Positions in Å, forces in eV/Å.

Summary:
- energy relative to the best compared isomer or geometry (same formula, charge and spin) (kcal/mol) = 0.00
- net charge = +1
- molecular weight (g mol⁻¹) = 883.81
- energy (hartree) = -3310.3848
- largest force on an atom (eV/A) = 0.621

Entry 4:
The following is a DFT calculation (the ωB97M-V functional and the def2-TZVPD basis) of an isolated ion of composition C3H8NS and charge +1.

Geometry as XYZ:
```
13
Properties=species:S:1:pos:R:3:forces:R:3:lowdin_charge:R:1
C -1.0912 0.6983 0.2230 7.13 -2.02 -1.17 -0.3287
C 1.3849 0.7167 -0.1857 2.60 -0.25 -0.65 -0.0609
C 0.2116 -1.4653 0.1451 2.84 -2.11 0.04 -0.0827
N 0.2559 -0.0539 0.1775 -9.22 3.50 -1.03 -0.2565
S -2.5342 -0.0356 -0.0560 0.77 -3.59 0.57 1.0364
H -1.0101 1.7901 0.1978 0.19 -0.43 0.26 0.1103
H 1.1824 1.2222 -1.1103 0.10 0.30 -0.55 0.0924
H 2.4149 0.1597 -0.3431 -2.44 0.69 0.77 0.1636
H 1.4420 1.4208 0.5993 0.95 1.12 0.65 0.0871
H -0.7426 -2.0272 0.1722 0.39 0.93 -0.09 0.0830
H 0.7363 -1.5280 1.1151 -0.10 -1.94 -0.18 0.1204
H 0.9296 -1.9138 -0.6857 -1.63 1.03 1.60 0.1561
H -3.1796 1.0158 -0.2491 -1.58 2.78 -0.21 -0.1206
```
Positions in Å, forces in eV/Å.

Summary:
- energy relative to the best compared isomer or geometry (same formula, charge and spin) (kcal/mol) = 51.84
- net charge = +1
- molecular weight (g mol⁻¹) = 90.17
- energy (hartree) = -571.6876
- largest force on an atom (eV/A) = 9.917

Entry 5:
The following is a DFT calculation (the ωB97M-V functional and the def2-TZVPD basis) of an isolated ion of composition CH4NO2 and charge +1.

Geometry as XYZ:
```
8
Properties=species:S:1:pos:R:3:forces:R:3:lowdin_charge:R:1
C 1.0195 0.4812 -0.0179 3.13 -1.67 0.42 -0.0352
N -0.1864 -0.3064 -0.0256 -2.91 -1.93 -1.50 0.1910
O 3.4279 0.0700 -0.0864 -2.04 0.85 0.09 0.0919
O 2.1494 -0.2344 0.1519 -1.68 -0.60 -0.03 -0.0539
H 0.9770 1.4237 -0.4286 0.15 2.03 -0.76 0.1300
H -0.6703 -0.4793 0.9030 1.39 -0.63 -0.62 0.2088
H -0.1487 -1.1999 -0.7055 0.25 1.72 2.30 0.2572
H -1.0369 0.1720 -0.4644 1.69 0.23 0.10 0.2103
```
Positions in Å, forces in eV/Å.

Summary:
- energy relative to the best compared isomer or geometry (same formula, charge and spin) (kcal/mol) = 162.00
- net charge = +1
- molecular weight (g mol⁻¹) = 62.05
- energy (hartree) = -245.2234
- largest force on an atom (eV/A) = 3.795

Entry 6:
The following is a DFT calculation (the ωB97M-V functional and the def2-TZVPD basis) of C16H44BeF6N4O4P as an isolated structure.

Geometry as XYZ:
```
76
Properties=species:S:1:pos:R:3:forces:R:3:lowdin_charge:R:1
Be -0.4000 0.1416 0.4430 -2.30 0.41 -2.90 0.1549
P 0.4423 -0.9565 3.0711 1.38 -1.52 7.49 0.5265
F 0.0386 0.0691 1.8503 5.70 0.03 7.47 -0.2944
F -1.0594 -0.7917 3.6738 2.06 0.96 3.03 -0.0524
F -0.1651 -2.2462 2.1271 3.00 -3.19 6.70 -0.1888
F 0.8496 -2.0108 4.2572 -0.83 1.24 -1.19 -0.0936
F 1.8383 -1.3254 2.3352 -8.04 5.80 9.56 -0.0931
F 1.0809 0.3155 3.9585 -1.48 -1.74 -1.57 -0.1077
C 0.9468 1.5596 -3.0192 2.17 1.10 -0.66 -0.0045
C 0.7833 1.1060 -1.6200 -2.99 1.32 -1.82 -0.4256
C 1.6900 1.6789 -0.7040 3.40 -0.36 1.08 -0.1279
O 1.4028 1.0960 0.5697 8.47 0.42 -4.18 -0.3406
C 2.2739 1.6197 1.6118 1.50 -0.67 -1.17 0.0301
N -0.5726 1.4051 -1.1562 4.98 4.14 -2.12 0.0697
H 0.0976 1.1404 -3.5588 1.35 2.79 -1.32 0.0742
H 1.8849 1.1067 -3.3404 -0.04 0.15 -0.70 0.0966
H 1.0689 2.6387 -3.1127 -0.30 0.08 -0.11 0.1190
H 0.8647 0.0194 -1.6477 -0.12 2.37 0.79 0.0632
H 1.8274 2.7592 -0.7502 -0.37 0.20 0.50 0.1678
H 2.6166 1.2005 -1.0213 0.96 0.67 -0.06 0.1584
H 3.3134 1.6610 1.2868 0.04 -0.38 -0.35 0.1267
H 2.1964 0.9060 2.4321 0.12 1.07 0.00 0.0910
H 1.9381 2.6446 1.7693 1.53 -0.38 0.49 0.1137
H -0.6966 2.4046 -1.0805 0.62 0.80 0.34 0.1338
H -1.1894 1.2604 -1.9429 -0.06 0.11 0.60 0.0849
C 2.7589 -1.8241 0.7157 4.95 -2.14 -4.38 -0.0016
C 1.7689 -1.1142 -0.1561 4.27 1.19 -2.02 -0.3284
C 1.8322 -1.4381 -1.6844 1.55 -2.33 0.37 -0.1323
O 3.0879 -1.0479 -2.3071 -1.14 0.97 0.50 -0.1335
C 3.0416 -1.2009 -3.7161 -0.03 -1.43 -0.45 -0.1009
N 0.4866 -1.2379 0.3622 4.41 -0.86 -4.80 0.0045
H 3.7389 -1.3909 0.5157 0.44 -0.64 -0.73 0.1052
H 2.7503 -2.9081 0.6016 0.32 -0.35 -0.80 0.1045
H 2.6917 -1.7527 1.8013 5.46 -2.44 -4.67 -0.0430
H 1.8651 -0.0342 -0.0451 2.28 -2.77 -0.59 0.0413
H 0.9540 -1.0678 -2.2134 0.80 -1.03 -0.48 0.0803
H 1.7492 -2.5198 -1.7893 0.09 -0.63 -0.09 0.1435
H 2.2279 -0.6747 -4.2152 -0.22 0.07 0.20 0.0749
H 2.9603 -2.2658 -3.9341 -0.54 -0.28 -0.08 0.0921
H 3.9465 -0.9792 -4.2820 0.39 0.74 0.91 0.0982
H 0.6291 -1.4711 1.3345 0.44 -0.82 -4.46 0.0181
H 0.2906 -2.1147 -0.0993 1.46 1.16 -0.81 0.1218
C -2.4317 -3.0968 1.0520 -0.10 -1.09 -1.78 -0.0067
C -1.5385 -2.0076 0.5045 -3.87 -2.15 0.59 -0.3711
C -1.8499 -1.6149 -0.9242 -1.21 -0.76 0.92 -0.1038
O -1.0004 -0.6011 -1.3831 -0.16 -3.13 -1.43 -0.3202
C -1.0161 -0.3630 -2.7711 -0.47 -4.44 -1.29 -0.0939
N -1.6453 -0.9446 1.5311 -4.84 -0.94 -3.93 0.0650
H -2.4271 -3.8817 0.2956 -0.08 -0.68 0.25 0.0887
H -3.4868 -2.8454 1.1598 0.04 0.31 0.35 0.0932
H -1.9616 -3.4565 1.9673 -0.54 -0.13 -0.05 0.0986
H -0.5342 -2.4135 0.3833 -5.20 -1.94 1.81 0.0909
H -2.8589 -1.2032 -0.8996 -0.05 -1.31 -0.61 0.1137
H -1.7174 -2.5337 -1.4953 -0.40 0.00 -0.42 0.1611
H -0.1453 0.1795 -3.1392 -1.68 -2.32 0.89 0.0333
H -1.9635 -0.0119 -3.1801 0.17 0.46 -0.23 0.1319
H -0.9560 -1.3747 -3.1722 0.08 -0.14 -0.74 0.1373
H -2.6382 -0.8130 1.6609 -0.38 0.38 -0.24 0.1390
H -1.3150 -1.2694 2.4286 -3.47 -0.20 -2.62 -0.0094
C -1.4038 3.1059 2.9653 -1.95 -0.21 -1.02 -0.0116
C -1.1689 1.9410 1.9173 -2.33 1.97 3.33 -0.3244
C -2.2844 1.8373 0.8665 -0.21 1.14 0.52 -0.1261
O -2.0459 0.7944 -0.0261 -6.12 -0.20 2.20 -0.3155
C -3.0630 0.7641 -1.0655 0.20 -0.10 0.66 -0.0127
N 0.1748 2.0743 1.3897 -11.17 7.80 4.02 -0.0420
H -2.3733 3.0512 3.4604 -0.20 -0.37 0.14 0.0775
H -1.5009 4.0437 2.4182 0.49 0.28 -0.01 0.0802
H -0.6917 3.1937 3.7858 0.43 -0.30 -0.39 0.0881
H -1.0751 1.0317 2.5110 -1.88 1.52 0.14 0.1072
H -2.3140 2.7527 0.2754 0.28 0.63 -0.08 0.1310
H -3.3142 1.7858 1.2200 0.06 -0.21 0.86 0.1474
H -2.6482 0.1841 -1.8900 -1.32 0.96 0.91 0.0540
H -3.3100 1.7559 -1.4441 -0.10 0.26 0.42 0.1313
H -3.9115 0.2234 -0.6463 -0.45 0.56 -0.21 0.1272
H 0.5353 2.5414 2.2094 0.05 -0.09 -0.24 0.0901
H 0.0296 2.8104 0.7135 0.69 0.64 -0.24 0.1241
```
Positions in Å, forces in eV/Å.

Summary:
- energy relative to the best compared isomer or geometry (same formula, charge and spin) (kcal/mol) = 724.22
- net charge = +1
- molecular weight (g mol⁻¹) = 510.53
- energy (hartree) = -2110.1193
- largest force on an atom (eV/A) = 14.205

Q: Look up the energy relative to the best compared isomer or geometry (same formula, charge and spin) of the fourth one.
A: 51.84 kcal/mol